DFT (the ωB97M-V functional and the def2-TZVPD basis) results for a cluster of 4 separate species, C8H16Cl4O6 in total at a distorted geometry.

Computed properties:
HOMO-LUMO gap = 11.26 eV
SMILES string = COC(=O)OC.COC(=O)OC.ClCCl.ClCCl
total charge = 0
ΔE to the lowest compared entry with this formula, charge and spin = 1.379 eV

Cartesian coordinates (Å):
1 C 0.324 4.060 1.126
2 O 1.436 3.851 0.252
3 C 1.934 4.866 -0.525
4 O 1.570 6.110 -0.542
5 O 2.940 4.306 -1.247
6 C 3.720 5.164 -2.082
7 H -0.538 4.485 0.612
8 H 0.589 4.843 1.838
9 H 0.000 3.150 1.631
10 H 4.509 4.512 -2.456
11 H 4.071 6.004 -1.482
12 H 3.322 5.597 -3.000
13 C -1.322 -2.504 -3.509
14 O -1.098 -2.542 -4.918
15 C -2.118 -2.769 -5.780
16 O -3.278 -3.021 -5.478
17 O -1.684 -2.500 -7.060
18 C -2.529 -2.890 -8.151
19 H -2.315 -2.183 -3.194
20 H -0.672 -1.731 -3.099
21 H -1.191 -3.498 -3.082
22 H -2.118 -2.585 -9.114
23 H -3.437 -2.293 -8.072
24 H -2.871 -3.922 -8.223
25 Cl -0.212 -5.291 4.251
26 C -0.948 -3.661 4.230
27 Cl -0.095 -2.521 3.095
28 H -1.900 -3.735 3.704
29 H -0.978 -3.271 5.247
30 Cl -0.337 -0.141 10.873
31 C 1.059 -1.214 11.095
32 Cl 1.627 -2.031 9.592
33 H 1.887 -0.745 11.626
34 H 0.653 -1.899 11.840